# C34H78FNO17P4S

5 unconnected molecules or ions with the total composition C34H78FNO17P4S (ωB97M-V/def2-TZVPD, the Open Molecules 2025 dataset).

Last column: Mulliken charge in e.
CARTESIAN COORDINATES (ANGSTROEM)
C (-2.683, 1.889, -1.010)  -0.92
C (-3.844, 2.454, -1.811)  0.22
F (-3.500, 2.663, -3.145)  -0.42
C (-5.150, 1.653, -1.661)  -1.72
C (-5.539, 0.777, -2.869)  2.72
C (-6.400, 1.441, -3.962)  -1.53
C (-7.318, 2.610, -3.582)  -0.77
C (-8.686, 2.234, -2.973)  -0.75
S (-8.925, 2.555, -1.214)  -0.22
C (-4.439, -0.051, -3.548)  -1.18
C (-4.104, -1.181, -2.591)  0.00
N (-5.434, -1.538, -2.064)  -0.32
C (-6.297, -0.412, -2.225)  -0.56
O (-7.450, -0.416, -1.836)  -0.59
H (-2.740, 0.810, -0.882)  -0.02
H (-2.776, 2.311, -0.007)  0.24
H (-1.721, 2.235, -1.384)  0.38
H (-4.041, 3.445, -1.395)  0.49
H (-5.951, 2.339, -1.403)  0.41
H (-5.022, 0.997, -0.793)  0.40
H (-7.033, 0.678, -4.425)  0.48
H (-5.729, 1.808, -4.742)  0.44
H (-7.557, 3.108, -4.526)  0.45
H (-6.811, 3.355, -2.968)  0.43
H (-8.886, 1.187, -3.199)  0.33
H (-9.475, 2.802, -3.463)  0.43
H (-7.979, 1.758, -0.704)  0.11
H (-4.997, -0.555, -4.348)  0.45
H (-3.629, 0.493, -4.021)  0.51
H (-3.593, -1.977, -3.134)  0.29
H (-3.450, -0.928, -1.752)  -0.16
H (-5.403, -1.680, -1.060)  0.37
C (1.823, 2.603, 4.049)  -1.14
C (0.764, 2.289, 3.015)  0.28
O (-0.452, 1.775, 3.580)  -0.11
P (-1.474, 2.702, 4.367)  0.80
O (-2.009, 3.818, 3.581)  -0.76
O (-2.611, 1.581, 4.541)  -0.33
C (-3.938, 1.758, 4.052)  -0.45
C (-4.004, 1.192, 2.651)  -0.54
O (-0.913, 2.706, 5.843)  -0.31
C (-1.182, 3.832, 6.711)  -0.26
C (-2.658, 3.971, 7.017)  -1.07
H (1.543, 3.456, 4.670)  0.29
H (2.764, 2.843, 3.553)  0.37
H (1.979, 1.754, 4.716)  0.29
H (0.538, 3.170, 2.409)  0.30
H (1.123, 1.509, 2.344)  -0.22
H (-4.245, 2.805, 4.062)  0.33
H (-4.598, 1.222, 4.735)  0.36
H (-3.203, 1.625, 2.052)  -0.12
H (-4.961, 1.415, 2.175)  0.37
H (-3.865, 0.110, 2.660)  0.28
H (-0.794, 4.744, 6.252)  0.29
H (-0.613, 3.651, 7.620)  0.36
H (-3.224, 4.226, 6.119)  0.29
H (-2.817, 4.761, 7.752)  0.41
H (-3.058, 3.035, 7.405)  0.27
C (6.056, -1.580, -0.937)  -0.61
C (5.125, -2.144, 0.119)  -0.45
O (3.949, -1.340, 0.310)  -0.44
P (2.804, -1.334, -0.788)  0.68
O (2.204, -2.647, -1.048)  -0.69
O (1.744, -0.443, 0.027)  -0.04
C (0.430, -0.934, 0.306)  0.18
C (0.360, -1.559, 1.684)  -1.05
O (3.289, -0.236, -1.813)  -0.26
C (2.876, -0.318, -3.199)  -0.25
C (1.379, -0.149, -3.354)  -0.95
H (5.616, -1.644, -1.933)  0.17
H (6.994, -2.136, -0.947)  0.43
H (6.268, -0.528, -0.740)  0.06
H (4.830, -3.166, -0.130)  0.35
H (5.626, -2.170, 1.085)  0.31
H (0.108, -1.636, -0.464)  0.11
H (-0.238, -0.071, 0.258)  0.19
H (1.153, -2.297, 1.814)  0.29
H (-0.604, -2.045, 1.839)  0.39
H (0.490, -0.798, 2.455)  0.12
H (3.204, -1.271, -3.619)  0.32
H (3.411, 0.474, -3.718)  0.34
H (0.840, -0.981, -2.897)  0.12
H (1.112, -0.111, -4.410)  0.46
H (1.045, 0.768, -2.867)  0.25
C (-0.655, -9.692, -0.386)  -0.93
C (-1.918, -9.605, -1.221)  -0.30
O (-2.472, -8.281, -1.257)  -0.33
P (-1.751, -7.150, -2.108)  0.87
O (-1.625, -7.465, -3.534)  -0.74
O (-2.853, -5.994, -1.918)  -0.36
C (-3.481, -5.370, -3.036)  0.23
C (-4.805, -6.027, -3.364)  -1.23
O (-0.666, -6.590, -1.105)  -0.27
C (0.560, -6.005, -1.618)  -0.39
C (0.301, -4.751, -2.419)  -1.05
H (0.170, -9.152, -0.854)  0.21
H (-0.352, -10.733, -0.270)  0.40
H (-0.816, -9.255, 0.599)  0.25
H (-1.733, -9.948, -2.242)  0.29
H (-2.693, -10.238, -0.794)  0.31
H (-2.818, -5.373, -3.902)  0.36
H (-3.642, -4.329, -2.751)  -0.08
H (-4.684, -7.106, -3.464)  0.33
H (-5.212, -5.630, -4.295)  0.36
H (-5.528, -5.849, -2.568)  0.30
H (1.088, -6.747, -2.221)  0.26
H (1.174, -5.787, -0.748)  0.44
H (-0.254, -4.976, -3.334)  0.46
H (1.242, -4.279, -2.695)  0.40
H (-0.290, -4.043, -1.838)  0.22
C (7.313, 6.407, 3.847)  -0.97
C (6.535, 5.107, 3.902)  -0.35
O (6.160, 4.626, 2.601)  -0.25
P (7.264, 4.001, 1.645)  0.85
O (7.959, 2.841, 2.209)  -0.71
O (6.289, 3.512, 0.467)  -0.34
C (6.249, 2.146, 0.050)  -0.57
C (5.141, 1.395, 0.756)  0.04
O (7.864, 5.273, 0.920)  -0.26
C (9.229, 5.249, 0.443)  -0.25
C (9.426, 4.231, -0.661)  -1.08
H (8.300, 6.262, 3.405)  0.22
H (7.450, 6.806, 4.852)  0.41
H (6.787, 7.144, 3.240)  0.26
H (7.106, 4.335, 4.424)  0.32
H (5.602, 5.252, 4.443)  0.30
H (7.214, 1.664, 0.211)  0.39
H (6.069, 2.161, -1.027)  0.29
H (5.202, 1.535, 1.836)  0.32
H (5.192, 0.327, 0.539)  -0.46
H (4.168, 1.767, 0.432)  0.21
H (9.902, 5.048, 1.279)  0.30
H (9.438, 6.255, 0.084)  0.36
H (9.290, 3.215, -0.287)  0.28
H (10.434, 4.310, -1.069)  0.42
H (8.702, 4.390, -1.460)  0.27

## Properties
Total charge ... 0
Highest occupied orbital energy ... -8.603 eV
E ... -123539.72607 eV
Frontier orbital gap ... 0.334 Eh

# C34H80FN6OP

4 unconnected molecules or ions with the total composition C34H80FN6OP (ωB97M-V/def2-TZVPD, the Open Molecules 2025 dataset).

Last column: Mulliken charge in e.
CARTESIAN COORDINATES (ANGSTROEM)
H (5.245, -0.118, 3.427)  0.26
N (4.871, -0.949, 2.903)  -0.62
C (5.282, -0.860, 1.576)  0.36
N (6.161, 0.321, 1.223)  -0.56
N (4.852, -1.967, 0.622)  -0.30
C (4.396, -1.415, -0.710)  -0.27
C (2.950, -1.974, -1.240)  -0.37
C (1.800, -2.147, -0.086)  -0.78
C (1.677, -0.902, 0.972)  -0.81
P (1.770, 0.840, 0.197)  0.75
C (0.545, 1.550, 1.536)  -1.19
C (-1.019, 1.503, 1.041)  -0.29
C (-1.867, 2.869, 1.395)  -0.68
C (-1.744, 3.367, 2.953)  -0.38
C (-2.981, 2.829, 3.896)  -0.51
C (-2.902, 1.212, 4.187)  -0.18
C (-2.733, 0.815, 5.775)  -0.39
C (-1.410, 1.508, 6.495)  -0.33
C (-1.828, 2.897, 7.311)  -0.36
C (1.819, 2.542, -0.749)  -0.46
C (1.154, 2.274, -2.260)  0.17
O (1.961, 1.968, -3.304)  -0.41
F (-0.309, 2.307, -2.519)  -0.28
H (6.244, 0.476, 0.194)  0.27
H (7.125, 0.177, 1.635)  0.26
H (5.756, -2.489, 0.423)  0.36
H (5.204, -1.768, -1.515)  0.36
H (4.418, -0.226, -0.770)  -0.04
H (2.579, -1.331, -2.159)  0.08
H (3.150, -3.063, -1.684)  0.32
H (1.895, -3.156, 0.539)  0.32
H (0.751, -2.235, -0.645)  0.30
H (0.593, -0.991, 1.465)  0.40
H (2.430, -1.016, 1.892)  0.31
H (3.187, 1.013, 0.536)  -0.10
H (1.296, 0.264, -1.043)  -0.15
H (0.782, 2.686, 1.796)  0.54
H (0.740, 0.961, 2.556)  0.31
H (-1.556, 0.507, 1.396)  0.31
H (-0.989, 1.438, -0.149)  0.29
H (-3.011, 2.604, 1.200)  0.28
H (-1.556, 3.711, 0.634)  0.24
H (-0.749, 3.072, 3.494)  0.12
H (-1.801, 4.558, 2.952)  0.29
H (-3.974, 3.033, 3.287)  0.37
H (-3.040, 3.498, 4.858)  0.12
H (-3.920, 0.745, 3.826)  0.32
H (-2.006, 0.718, 3.580)  -0.08
H (-2.559, -0.364, 5.803)  0.36
H (-3.727, 0.988, 6.412)  -0.02
H (-0.984, 0.751, 7.305)  0.35
H (-0.551, 1.690, 5.696)  0.13
H (-1.176, 3.822, 6.953)  0.25
H (-1.720, 2.674, 8.460)  0.26
H (-2.979, 3.128, 7.107)  -0.27
H (1.160, 3.365, -0.240)  0.36
H (2.940, 2.839, -0.908)  0.41
C (5.134, -1.779, -8.194)  -1.58
C (4.023, -1.018, -7.474)  0.28
N (4.509, -0.127, -6.419)  0.19
C (3.445, 0.361, -5.535)  -0.46
C (2.372, 1.251, -6.150)  -1.10
C (5.497, 0.877, -6.819)  -0.72
C (5.111, 1.847, -7.930)  -0.98
H (5.766, -2.322, -7.485)  0.33
H (4.697, -2.512, -8.882)  0.42
H (5.767, -1.112, -8.788)  0.40
H (3.365, -1.773, -7.025)  -0.04
H (3.422, -0.481, -8.216)  0.25
H (3.893, 0.887, -4.682)  0.30
H (2.948, -0.511, -5.091)  0.20
H (2.745, 2.255, -6.353)  0.22
H (1.537, 1.359, -5.447)  0.41
H (1.961, 0.832, -7.074)  0.29
H (6.409, 0.353, -7.130)  0.41
H (5.809, 1.455, -5.940)  0.34
H (4.646, 1.347, -8.784)  0.24
H (6.009, 2.353, -8.302)  0.38
H (4.436, 2.626, -7.570)  0.27
C (-6.801, 4.865, 7.758)  -1.29
C (-7.387, 4.201, 9.001)  -0.36
N (-7.589, 2.758, 8.857)  0.11
C (-8.423, 2.180, 9.916)  -0.68
C (-7.883, 2.224, 11.341)  -0.94
C (-6.411, 1.969, 8.490)  -0.70
C (-5.192, 2.051, 9.403)  -0.79
H (-7.401, 4.641, 6.869)  0.32
H (-6.790, 5.953, 7.887)  0.44
H (-5.770, 4.548, 7.572)  0.16
H (-8.358, 4.678, 9.185)  0.45
H (-6.754, 4.439, 9.863)  0.27
H (-8.664, 1.139, 9.663)  0.34
H (-9.390, 2.698, 9.905)  0.41
H (-7.083, 1.499, 11.494)  0.22
H (-8.684, 1.966, 12.044)  0.39
H (-7.519, 3.217, 11.619)  0.27
H (-6.099, 2.270, 7.483)  0.30
H (-6.696, 0.915, 8.377)  0.26
H (-4.943, 3.078, 9.684)  0.24
H (-4.319, 1.637, 8.885)  0.26
H (-5.327, 1.463, 10.313)  0.28
C (3.210, -5.499, -6.450)  -1.19
C (1.880, -6.207, -6.697)  -0.41
N (0.710, -5.351, -6.489)  0.11
C (-0.551, -6.097, -6.424)  -0.67
C (-0.995, -6.840, -7.679)  -0.96
C (0.663, -4.112, -7.268)  -0.42
C (0.731, -4.228, -8.787)  -1.07
H (3.235, -5.038, -5.457)  0.27
H (4.031, -6.221, -6.504)  0.45
H (3.406, -4.725, -7.200)  0.13
H (1.835, -7.046, -5.992)  0.46
H (1.891, -6.643, -7.702)  0.26
H (-1.358, -5.422, -6.110)  0.34
H (-0.470, -6.828, -5.609)  0.41
H (-1.369, -6.158, -8.443)  0.22
H (-1.818, -7.520, -7.430)  0.39
H (-0.194, -7.448, -8.110)  0.27
H (1.491, -3.471, -6.941)  0.08
H (-0.236, -3.544, -6.998)  0.32
H (1.516, -4.910, -9.123)  0.24
H (0.950, -3.245, -9.219)  0.41
H (-0.221, -4.554, -9.211)  0.32

## Properties
Total charge ... 0
Highest occupied orbital energy ... -7.834 eV
Energy above the lowest of the compared OMol25 structures with the same formula, charge and spin ... 211.1 kcal/mol
E ... -59538.33452 eV
Frontier orbital gap ... 0.297 Eh

Calculated values (eV/Å) of F_max for the records, taken in order: 3.8 9.7.